Entry from OMol25: a single C7H16N2 molecule (ωB97M-V/def2-TZVPD).

The charge is 0. As for the energy above the lowest of the compared OMol25 structures with the same formula, charge and spin: 4.631 eV. The lowest unoccupied orbital energy comes out at 0.90 eV. As for the SMILES: CC/C(C)=N/NC(C)C. The calculation puts the HOMO-LUMO gap at 0.342 Eh.

```
25
Properties=species:S:1:pos:R:3:forces:R:3
C 1.6755 -0.9414 2.6714 -4.26 -1.62 2.88
C 1.9024 -0.9789 1.2121 2.44 -1.03 -0.79
C 0.7299 -0.9875 0.3479 -0.79 -5.06 1.10
C -0.0748 -2.3480 0.4943 -2.50 2.86 -0.78
C -1.3458 1.2224 -1.3246 -4.64 -0.46 2.09
C -0.6352 1.9835 -2.2829 4.37 2.62 -2.16
C -1.6202 2.0784 -0.0111 2.75 -4.53 0.96
H 0.5308 -0.4813 2.9457 3.57 -0.21 -0.59
H 2.5421 -0.6391 3.2547 -0.37 0.82 0.01
H 1.4358 -1.9552 3.1509 0.54 0.80 -1.04
H 2.6053 -1.8341 0.9291 -1.05 0.58 0.41
H 2.5147 -0.1636 0.9419 0.50 1.43 -0.33
H -0.8841 -1.9625 1.2470 1.38 -1.54 -0.74
H -0.6967 -2.6627 -0.4073 1.10 0.39 0.96
H 0.5597 -3.1578 0.7750 0.16 -0.40 0.66
H -1.4271 -0.9871 -1.0165 2.51 3.63 -0.20
H -2.4588 1.0639 -1.7263 2.23 -0.22 0.73
H -0.9227 3.1412 -2.0727 0.94 -2.62 -1.43
H -0.7279 1.5379 -3.3712 0.05 1.41 2.05
H 0.5582 1.7863 -1.9700 -2.96 1.09 -1.01
H -2.1009 2.9206 -0.2187 -1.61 3.92 -1.28
H -0.6996 2.2546 0.6200 -0.94 -0.15 -0.85
H -2.3565 1.5478 0.5755 0.04 -0.53 0.54
N 0.3814 -0.0207 -0.3108 -1.16 2.90 -2.12
N -0.7048 -0.0621 -1.1606 -2.31 -4.06 0.93
```
Positions in Å, forces in eV/Å.